Computed, not measured: a cluster of 6 separate species, C27H71BF4N4O9 in total, with ωB97M-V with the def2-TZVPD basis set.

## Properties
E_LUMO (alpha / beta): -2.30 / -2.32 eV
Multiplicity: 2
Net charge: +1
E_HOMO (alpha / beta): -3.678 / -9.837 eV

```
116
Properties=species:S:1:pos:R:3:forces:R:3:mulliken_charge:R:1
F -1.47096 -4.77566 2.05728 -0.1 -1.2 1.7 -0.311
F -0.87507 -2.95069 0.97305 1.5 3.1 0.6 -0.134
F -2.73468 -3.92477 0.37608 -1.7 -0.1 -0.5 -0.388
F -0.71312 -4.83807 -0.11676 0.1 -0.7 -0.2 -0.429
O -0.67292 -2.21392 -3.72850 0.3 0.5 -0.7 -0.323
O -5.00962 -0.52271 -0.94451 -0.1 -1.4 0.4 -0.216
O 7.61260 -1.87214 1.75136 0.1 -0.4 -1.0 -0.331
O 1.82243 5.08433 -0.43965 -0.5 -0.4 0.1 -0.115
O -1.38134 3.21108 -3.20232 -0.4 0.5 -0.1 0.616
O -2.51251 3.36183 3.64403 -0.1 -0.1 1.2 -0.151
O -4.04614 -0.21557 3.07447 0.6 -0.1 0.9 -0.202
O -0.61172 1.40586 -0.40817 -0.3 -0.8 -0.2 -0.938
O 3.52767 -4.00530 -1.25407 2.2 -0.5 0.7 -0.423
N -0.70610 4.42585 -1.05474 -2.0 2.0 -0.4 3.139
N -2.56837 -0.18124 -2.53400 0.5 0.8 0.9 0.884
N -1.57382 1.18305 2.33466 1.9 -1.4 1.9 1.152
N 5.85484 -4.06951 0.65356 -0.6 -0.3 2.1 -0.142
C -1.31144 -2.55888 -2.46995 -0.9 0.4 -2.0 -0.273
C -1.11098 3.25590 3.64197 0.5 -1.8 -0.9 0.183
C 0.96475 4.78369 0.63979 0.7 0.7 0.9 -1.042
C -2.18706 4.65989 -1.52903 0.2 -0.7 0.7 -2.031
C 2.99767 4.34992 -0.43226 1.9 0.3 -2.4 -0.914
C -0.99862 2.98375 -4.54993 0.1 0.1 0.4 -1.171
C 0.90545 0.40000 -2.17416 -1.2 1.5 -0.3 -0.615
C -2.77079 -0.75609 3.39383 0.6 -0.5 -0.8 -0.987
C -1.73140 -0.33515 2.35280 -1.0 0.6 0.6 -0.084
C 2.20192 -3.60658 -1.39053 -0.6 -0.1 0.1 -0.504
C 7.31207 -4.27168 1.19596 -0.2 0.6 -0.2 -0.582
C -2.43675 4.14665 -2.94371 0.9 0.2 -0.3 -1.085
C 5.12784 -5.26326 0.05029 0.0 -0.2 -2.0 -0.799
C -3.77906 0.78003 -2.51132 -1.3 -2.1 0.0 0.030
C 3.63581 -5.07670 -0.32384 0.4 1.8 0.3 -0.642
C 1.27286 0.05780 0.20952 0.2 -2.6 1.8 -1.341
C -0.42580 5.10880 0.25598 -0.3 0.0 -1.0 -1.408
C -2.64288 -1.70217 -2.25076 0.3 0.1 0.0 -0.520
C -0.92244 -3.08660 -4.88115 -0.8 -0.6 1.8 -0.851
C -0.71963 1.72188 3.52830 -1.6 1.3 -1.3 -0.753
C -3.17123 2.91108 4.83004 -0.6 0.5 0.5 -0.686
C -5.04633 -0.43790 4.09002 0.5 -0.8 -0.8 -0.880
C 0.69780 1.02446 -0.73825 0.0 0.5 -0.6 2.904
C -5.83262 -0.68736 0.19895 -0.5 -0.1 0.1 -0.506
C 8.65667 -1.36554 0.90781 -0.9 2.1 -0.1 -0.841
C -4.63470 0.76825 -1.20416 0.8 0.8 -1.4 -0.744
C 7.79417 -3.18962 2.20743 -0.1 0.7 -1.0 -0.562
B -1.48085 -4.15353 0.87258 0.5 -0.7 -1.8 0.282
H -0.76735 3.89829 -5.09603 -0.3 0.2 0.0 0.390
H 1.65522 -4.47043 -1.76867 -0.6 0.3 -0.3 0.409
H 2.19223 -2.74143 -2.05350 -0.3 -0.2 0.0 0.177
H -0.36872 3.47557 -1.11169 -0.8 -1.5 0.5 -0.995
H -0.46192 6.18257 0.07211 -0.4 0.1 -0.2 0.803
H -0.83558 3.77951 2.72649 0.3 -0.2 0.0 -0.630
H -3.06068 1.86978 5.13267 0.3 -0.4 -0.7 0.143
H 7.28618 -3.16720 3.17156 0.1 -0.8 0.0 0.356
H -5.27536 -0.45462 1.10636 0.0 -0.5 0.1 -0.055
H -2.73530 -1.84532 3.41383 -0.5 -0.3 -0.3 0.656
H 3.10733 -5.93100 -0.74689 0.7 -0.7 0.2 0.453
H -2.90427 3.46468 5.73023 0.4 0.4 -0.1 0.364
H -1.92145 0.27238 -1.90486 1.1 0.2 1.2 -1.019
H 8.14627 -0.59926 0.32437 0.0 0.0 -0.2 0.303
H -4.07041 1.28521 -0.42800 0.0 -0.1 0.5 0.434
H 9.33760 -0.75877 1.50469 0.5 -0.6 0.2 0.322
H -2.13097 0.00001 -3.42615 0.2 -0.4 -0.6 0.511
H -0.82534 -2.65623 -5.87787 0.2 0.7 0.5 0.250
H -0.77094 -0.78654 2.60151 0.0 0.2 0.0 0.176
H 2.26978 -0.35935 0.06720 0.5 0.7 -0.6 0.444
H 5.71560 -3.19211 0.17307 0.9 0.2 -1.9 0.387
H 1.81539 0.62840 -2.72908 0.6 0.0 0.6 0.454
H 1.81369 -3.38019 -0.39749 -0.5 0.3 -0.1 0.228
H 3.70570 4.40078 0.39491 -0.9 -0.3 0.9 0.331
H 9.16442 -1.96924 0.15560 -0.1 -0.8 0.5 0.349
H -3.41905 3.73673 -3.17858 -0.4 -0.6 0.8 0.299
H -1.55972 -3.61463 -2.57878 -0.7 0.0 0.5 0.753
H -0.14536 4.88962 -1.75516 0.5 0.7 -0.5 -0.130
H -1.04024 1.17546 4.41528 0.1 0.1 -0.1 0.396
H -1.12804 1.26975 1.43251 1.1 1.1 -1.7 -0.937
H -4.89497 -1.39701 4.58530 0.3 -0.1 0.1 0.400
H -0.60149 -2.54356 -1.64301 -0.1 0.6 0.0 -0.349
H -1.94635 -0.61184 1.32065 -0.3 -0.2 0.2 -0.047
H -0.05340 2.44638 -4.47320 -0.2 -0.3 -0.2 0.247
H -2.93400 -1.82513 -1.20757 -0.2 0.0 -0.2 0.332
H -6.28863 -1.67605 0.14747 0.8 -0.3 0.3 0.342
H -1.18831 4.85388 0.99198 0.1 -0.2 -0.1 0.252
H 1.24121 1.96903 -0.71405 0.9 0.1 -0.3 -1.404
H -0.30045 -3.98073 -4.83913 0.4 0.1 0.1 0.300
H -4.39701 0.33087 -3.28882 -0.3 0.3 -0.1 0.477
H 5.65912 -5.36341 -0.89618 0.1 -0.6 0.0 0.394
H 0.18862 1.00656 -2.72764 -0.4 -0.2 -0.5 -0.392
H 3.08713 -4.81395 0.58060 -0.3 0.1 0.3 0.444
H 5.24068 -3.70822 1.36936 -0.2 -0.6 1.8 0.384
H -0.50488 3.69214 4.43597 -0.6 0.2 0.6 0.492
H 7.94941 -4.29289 0.31196 -0.1 0.3 -0.1 0.355
H 0.67306 -0.64759 -2.36562 -0.1 -0.1 0.6 -0.184
H 1.28102 5.51791 1.38073 -0.3 -0.3 0.9 0.538
H -2.79780 4.21254 -0.74483 -0.1 -0.5 -0.1 0.505
H -5.56902 1.29444 -1.39978 0.2 0.9 -0.2 0.479
H -6.74064 -0.08489 0.22429 0.1 0.8 -0.5 0.404
H 8.87359 -3.32294 2.27939 0.0 -0.6 0.6 0.406
H -3.46670 1.77173 -2.83853 0.3 -0.3 0.4 -0.550
H 3.63958 4.81397 -1.18107 -0.1 0.5 -0.3 0.334
H -5.96934 -0.58817 3.53005 -0.2 0.6 0.3 0.243
H 1.21502 0.19443 1.28938 -0.1 1.1 0.2 0.089
H -2.48854 4.99898 -3.62117 1.0 0.2 -0.3 0.509
H -2.44580 5.71721 -1.47218 0.7 0.2 0.0 0.582
H -5.04602 0.34091 4.85261 -0.2 0.2 -0.2 0.227
H -3.46537 -1.97977 -2.90996 0.2 -0.6 0.1 0.467
H -2.37621 -0.52925 4.38426 -0.4 0.7 0.4 0.434
H 2.89408 3.39179 -0.94153 -0.3 -0.7 1.0 0.181
H 0.70292 -0.86957 0.15248 -0.5 -0.2 -0.3 0.037
H -1.93700 -3.46881 -4.76860 -0.3 0.0 -0.3 0.368
H -4.23870 3.09068 4.70214 0.1 0.0 -0.3 0.313
H -1.78364 2.40973 -5.04222 0.1 -0.1 -0.4 0.314
H 7.48790 -5.24108 1.66228 -0.9 -0.2 0.0 0.378
H 1.04722 3.76762 1.02566 0.3 -0.2 -0.2 0.313
H -2.42929 1.71753 2.28364 -0.7 0.0 0.2 0.612
H 5.23750 -6.15361 0.66944 0.3 0.3 0.2 0.424
H 0.35093 1.59445 3.36781 -0.2 -0.2 -0.3 0.458
```
Forces are in eV/Å.